(1)
Formula: C4H12N4
Source: the Open Molecules 2025 dataset
Level of theory: the ωB97M-V functional and the def2-TZVPD basis

Structure (XYZ):
```
20
Properties=species:S:1:pos:R:3:forces:R:3
C -0.265 -1.625 0.286 -0.238 -0.077 0.096
C -0.452 0.457 1.495 1.393 0.383 1.197
N -0.703 -0.245 0.365 -2.873 0.128 -1.223
C -2.308 0.014 0.191 2.966 -1.034 4.101
C -2.672 0.759 -0.909 -0.618 1.706 -2.188
H -2.795 -0.944 0.366 0.025 -0.321 -0.156
H -0.700 -2.078 -0.604 -0.009 -0.042 0.050
H -0.559 -2.207 1.172 0.019 -0.021 -0.075
H 0.818 -1.656 0.181 0.024 0.052 0.082
H -0.549 1.533 1.435 -0.147 0.017 0.101
H 0.203 0.050 2.265 0.015 0.015 -0.225
H -2.412 0.516 1.299 -0.604 -0.496 -1.974
H -1.948 1.112 -1.628 0.184 -0.121 0.046
H -3.652 1.200 -1.019 -0.146 -0.189 0.188
N 3.915 0.432 -0.645 0.091 0.118 -0.073
N 2.602 0.205 -0.496 -0.421 0.271 -0.189
N 1.868 1.008 -1.105 0.471 -0.235 0.250
H 4.207 1.060 -1.390 -0.157 -0.122 0.076
H 4.499 -0.353 -0.409 -0.104 0.064 -0.055
H 0.905 0.762 -0.849 0.128 -0.097 -0.031
```
Positions in Å, forces in eV/Å.

The value obtained for the energy is -378.393361 a.u. The calculation puts the lowest unoccupied orbital energy (alpha / beta) at 0.733 / 0.333 eV. As for the energy relative to the best compared isomer or geometry (same formula, charge and spin): 153.7 kcal per mole. The HOMO-LUMO gap (alpha / beta) is 8.624 / 7.045 eV.

***

(2)
Formula: C4H12N4
Source: the Open Molecules 2025 dataset
Level of theory: the ωB97M-V functional and the def2-TZVPD basis

Structure (XYZ):
```
20
Properties=species:S:1:pos:R:3:forces:R:3
C -0.018 -0.996 -1.922 0.046 0.643 0.079
C 0.907 0.997 1.644 0.146 -0.092 -0.137
N 0.931 0.454 -0.783 0.457 -0.767 0.190
C 0.364 0.272 0.432 -0.336 -0.249 0.084
C -0.700 -0.641 0.523 0.400 0.638 0.002
N 1.481 1.713 -0.995 -0.563 0.058 -0.091
N -1.978 -0.379 -0.011 -0.040 -0.200 -0.234
N -0.767 -1.602 1.519 -0.068 -0.115 0.195
H 0.861 2.506 -0.838 -0.055 -0.035 -0.140
H 1.910 1.760 -1.909 0.017 -0.058 0.107
H -2.359 -1.172 -0.525 -0.023 0.028 -0.054
H -1.974 0.436 -0.610 0.027 -0.073 0.017
H 0.093 -1.826 1.994 -0.065 0.027 -0.049
H -1.596 -1.601 2.100 0.072 0.046 -0.014
H -0.621 -0.346 -2.547 0.069 -0.020 -0.068
H 0.928 -1.280 -2.368 -0.031 0.136 -0.025
H -0.575 -1.869 -1.590 -0.042 0.095 0.254
H 0.507 2.015 1.713 0.014 -0.071 -0.046
H 0.608 0.483 2.558 -0.008 0.002 -0.091
H 1.996 1.076 1.614 -0.016 0.006 0.021
```
Positions in Å, forces in eV/Å.

The value obtained for the energy is -378.450302 a.u. The calculation puts the lowest unoccupied orbital energy (alpha / beta) at 0.907 / 0.907 eV. As for the energy relative to the best compared isomer or geometry (same formula, charge and spin): 117.9 kcal per mole. The HOMO-LUMO gap (alpha / beta) is 6.857 / 6.858 eV.

***

(3)
Formula: C4H12N4
Source: the Open Molecules 2025 dataset
Level of theory: the ωB97M-V functional and the def2-TZVPD basis

Structure (XYZ):
```
20
Properties=species:S:1:pos:R:3:forces:R:3
C 1.037 -1.563 1.325 0.033 0.288 0.196
C 0.352 -1.136 0.023 -0.014 -0.241 0.326
N 1.220 -1.543 -1.095 -0.140 0.240 -0.243
C 0.000 0.376 -0.016 0.162 1.187 0.149
N 0.257 1.199 1.196 0.086 -0.728 -1.173
C -0.025 1.107 -1.354 0.917 -0.822 0.885
N -1.271 0.722 -0.718 -0.757 0.074 -0.449
N -1.865 1.918 -0.170 -0.893 0.338 0.220
H 0.389 -1.379 2.188 0.110 -0.022 -0.110
H 1.262 -2.636 1.319 -0.119 0.147 -0.134
H 1.978 -1.023 1.483 -0.218 -0.043 -0.105
H -0.582 -1.708 -0.053 -0.223 0.351 0.177
H 1.506 -2.512 -0.963 -0.077 0.223 0.050
H 0.667 -1.534 -1.950 0.233 -0.011 0.069
H -0.279 2.057 1.029 0.376 -0.164 0.051
H -0.231 0.776 1.981 0.148 -0.229 -0.010
H 0.219 0.579 -2.265 0.016 -0.071 0.021
H 0.285 2.147 -1.368 -0.240 0.072 0.234
H -2.211 2.501 -0.937 0.286 -0.434 0.037
H -2.707 1.652 0.345 0.313 -0.157 -0.192
```
Positions in Å, forces in eV/Å.

The value obtained for the energy is -378.549290 a.u. The calculation puts the lowest unoccupied orbital energy at 1.009 eV. As for the energy relative to the best compared isomer or geometry (same formula, charge and spin): 55.8 kcal per mole. The HOMO-LUMO gap is 9.298 eV. The SMILES is C[C@H](N)[C@@]1(N)CN1N.

***

(4)
Formula: C4H12N4
Source: the Open Molecules 2025 dataset
Level of theory: the ωB97M-V functional and the def2-TZVPD basis

Structure (XYZ):
```
20
Properties=species:S:1:pos:R:3:forces:R:3
C 1.337 -0.669 -0.586 4.422 0.676 1.109
C -3.713 -0.355 0.695 -1.498 2.136 2.364
C 3.768 -0.087 -0.419 1.026 2.212 0.102
C -2.980 0.053 -0.429 0.204 -1.613 1.041
N 0.121 -0.324 -0.329 -4.838 0.731 0.984
N 2.362 -0.052 0.042 -1.551 -0.780 0.687
N 2.081 0.714 1.188 0.100 0.372 -1.361
N -0.823 -0.093 0.457 1.745 -0.219 -2.918
H 1.642 -1.294 -1.448 -0.744 0.160 0.575
H -3.349 0.090 1.670 -0.040 0.047 -0.893
H -4.712 0.173 0.758 0.683 0.246 -0.561
H -4.006 -1.320 0.932 0.304 -2.357 -0.347
H 4.318 0.315 0.474 -0.163 -0.824 -0.995
H 4.134 -1.074 -0.710 -0.418 0.012 0.119
H 3.965 0.675 -1.243 -0.536 -1.094 0.854
H -2.930 1.037 -0.703 0.297 2.617 -0.346
H -2.653 -0.618 -1.169 0.336 -0.994 -0.866
H 1.783 0.209 2.011 0.435 -0.247 -0.085
H 2.758 1.472 1.329 -0.416 -0.605 0.013
H -0.766 -0.382 1.435 0.652 -0.476 0.522
```
Positions in Å, forces in eV/Å.

As for the total charge: +2. The value obtained for the energy is -377.766054 a.u. The calculation puts the lowest unoccupied orbital energy (alpha / beta) at -10.356 / -10.357 eV. As for the energy relative to the best compared isomer or geometry (same formula, charge and spin): 146.7 kcal per mole. The HOMO-LUMO gap (alpha / beta) is 7.485 / 7.483 eV.

***

(5)
Formula: C4H12N4
Source: the Open Molecules 2025 dataset
Level of theory: the ωB97M-V functional and the def2-TZVPD basis

Structure (XYZ):
```
20
Properties=species:S:1:pos:R:3:forces:R:3
C -1.593 -0.977 1.144 2.040 -0.603 -2.593
N -1.156 -0.198 -0.333 -4.239 0.955 0.938
N -0.448 -0.990 -1.180 1.895 -1.436 -3.465
C -0.286 0.971 -0.203 -0.011 0.292 -0.240
N -0.836 2.168 -0.418 4.009 -0.833 1.239
C 1.057 0.787 -0.065 0.619 0.997 0.482
C 1.922 -0.312 0.141 -0.863 -0.067 -0.693
N 3.194 -0.123 0.310 0.092 -0.903 0.093
H -0.839 -1.704 1.477 0.349 0.214 -0.932
H -1.541 -0.236 1.876 -1.092 1.464 0.894
H -2.433 -1.534 0.803 -1.151 0.201 0.421
H -2.176 0.104 -0.821 2.897 -0.643 1.907
H -0.190 -0.465 -2.084 -0.652 -1.128 1.782
H -0.846 -1.892 -1.414 -0.547 0.076 0.225
H -0.181 2.951 -0.463 -0.583 -0.131 0.088
H -1.727 2.313 -0.693 -3.509 0.564 -0.924
H 1.583 1.731 -0.099 0.112 0.212 0.154
H 1.547 -1.348 0.027 0.501 0.737 0.520
H 3.726 -0.984 0.444 0.445 0.664 -0.080
H 3.667 0.791 0.289 -0.313 -0.631 0.183
```
Positions in Å, forces in eV/Å.

As for the total charge: +2. The value obtained for the energy is -377.904967 a.u. The calculation puts the lowest unoccupied orbital energy at -8.694 eV. As for the energy relative to the best compared isomer or geometry (same formula, charge and spin): 59.5 kcal per mole. The HOMO-LUMO gap is 8.858 eV. The SMILES is C[N@H+](N)/C(N)=C\C=[NH2+].

***

(6)
Formula: C4H12N4O
Source: the Open Molecules 2025 dataset
Level of theory: the ωB97M-V functional and the def2-TZVPD basis

Structure (XYZ):
```
21
Properties=species:S:1:pos:R:3:forces:R:3
H 0.562 1.705 2.148 -0.051 -0.046 -0.161
N 1.441 1.205 2.095 -0.097 0.370 0.596
C 1.660 0.578 1.017 0.014 -0.115 -0.297
N 2.779 -0.240 0.938 0.199 -0.183 -0.117
N 0.882 0.576 -0.128 -0.111 -0.208 -0.315
N 1.020 -0.427 -1.111 0.315 -0.181 0.009
C -0.366 1.298 -0.185 0.130 0.422 -0.122
C -1.444 0.787 0.747 0.184 -0.230 0.106
O -2.503 1.323 0.910 -0.042 0.140 -0.035
H 3.356 -0.129 1.759 -0.037 0.056 -0.039
H 3.307 -0.179 0.079 -0.051 -0.043 0.065
H 1.794 -0.210 -1.739 -0.167 -0.036 0.206
H 1.203 -1.330 -0.671 -0.041 0.277 -0.097
H -0.197 2.364 0.014 -0.092 -0.086 0.010
H -0.738 1.213 -1.210 0.016 0.050 0.157
H -1.174 -0.147 1.275 -0.068 -0.122 0.078
C -2.313 -1.675 -1.187 -0.142 -0.096 -0.153
H -2.890 -0.791 -0.945 -0.118 0.122 0.031
H -2.323 -2.352 -0.342 -0.014 -0.132 0.197
H -2.762 -2.171 -2.043 -0.010 -0.023 -0.047
H -1.294 -1.399 -1.422 0.183 0.065 -0.073
```
Positions in Å, forces in eV/Å.

The value obtained for the energy is -453.829536 a.u. The calculation puts the lowest unoccupied orbital energy at 0.607 eV. As for the energy relative to the best compared isomer or geometry (same formula, charge and spin): 45.6 kcal per mole. The HOMO-LUMO gap is 9.625 eV. The SMILES is [H]/N=C(/N)N(N)CC=O.C.

***

(7)
Formula: C4H12N4O
Source: the Open Molecules 2025 dataset
Level of theory: the ωB97M-V functional and the def2-TZVPD basis

Structure (XYZ):
```
21
Properties=species:S:1:pos:R:3:forces:R:3
H -0.578 1.253 -2.855 0.060 0.268 -0.046
N -0.486 1.061 -1.864 -0.713 -0.809 -0.744
C -0.297 2.118 -1.176 1.086 -0.473 1.445
O -0.003 3.286 -1.253 -0.281 0.673 -0.181
N -0.227 1.563 0.403 -0.116 -0.683 -1.254
N 0.665 2.325 1.221 -0.035 -0.207 0.142
H -1.165 1.675 0.787 0.168 -0.081 0.038
H -0.029 0.366 0.217 -0.013 1.677 0.923
H 0.626 3.286 0.863 -0.043 -0.284 -0.135
H 1.609 1.996 1.033 -0.150 0.009 -0.065
C -1.780 -2.294 0.845 0.039 -0.021 -0.062
C -0.530 -1.865 0.925 -0.015 0.054 0.006
N 0.100 -1.063 -0.050 0.004 -0.153 -0.239
C 1.501 -1.381 -0.346 -0.088 -0.033 -0.022
H -2.224 -2.862 1.642 -0.021 -0.023 0.173
H -2.392 -2.100 -0.024 -0.025 0.028 -0.113
H 0.084 -2.043 1.797 0.032 -0.104 0.081
H -0.440 -0.985 -0.911 0.038 0.092 -0.006
H 1.615 -2.380 -0.781 0.004 0.113 0.090
H 1.872 -0.638 -1.048 0.025 0.002 -0.033
H 2.080 -1.320 0.575 0.045 -0.046 0.003
```
Positions in Å, forces in eV/Å.

The value obtained for the energy is -453.796395 a.u. The calculation puts the lowest unoccupied orbital energy at 0.740 eV. As for the energy relative to the best compared isomer or geometry (same formula, charge and spin): 66.4 kcal per mole. The HOMO-LUMO gap is 9.624 eV. The SMILES is [H]/N=C(\[O-])[NH2+]N.C=CNC.

***

(8)
Formula: C4H12N4O14V
Source: the Open Molecules 2025 dataset
Level of theory: the ωB97M-V functional and the def2-TZVPD basis

Structure (XYZ):
```
35
Properties=species:S:1:pos:R:3:forces:R:3
V -0.295 0.190 0.708 -0.067 -3.353 1.503
N -2.117 -2.753 0.844 -0.571 0.523 2.148
O -1.491 -1.700 0.792 0.988 2.539 -1.780
O -1.952 -3.423 1.823 0.885 -2.474 2.441
O -2.995 -3.056 0.071 -1.596 -0.156 -3.212
N 2.276 -2.119 0.766 -0.347 -0.828 4.257
O 2.406 -2.779 1.834 0.039 0.087 -1.578
O 3.173 -1.983 -0.009 3.395 -0.113 -2.778
O 1.244 -1.499 0.561 -2.841 1.002 -0.768
N -2.353 2.063 0.462 -1.796 -0.899 0.412
O -3.351 2.777 0.264 0.621 -0.551 0.766
O -1.343 2.128 -0.175 4.012 3.211 -4.654
O -2.237 1.102 1.228 -2.778 -1.170 3.038
N 0.124 -0.956 3.907 -0.365 -0.081 0.150
O 1.069 -1.707 3.966 1.061 -0.488 0.135
O -0.635 -0.807 4.869 -0.594 0.361 0.389
O -0.095 -0.305 2.850 -0.184 1.392 -0.719
C -2.544 -0.265 -2.306 0.026 -0.551 0.297
C -1.121 0.196 -2.520 -0.950 -0.003 -0.847
O -0.252 -0.234 -1.487 0.078 0.757 -0.423
H -2.619 -1.349 -2.395 -0.038 -0.069 0.155
H -3.219 0.177 -3.040 -0.017 0.200 0.036
H -2.843 -0.014 -1.288 -0.228 0.037 -0.063
H -1.176 1.277 -2.653 0.707 0.094 0.416
H -0.733 -0.257 -3.432 0.006 0.245 -0.391
H 0.098 -1.054 -1.843 0.427 -0.309 1.042
C 3.225 1.709 -1.104 -0.066 -0.703 0.994
C 1.946 2.146 -0.345 1.264 0.187 0.813
O 1.523 1.217 0.675 -0.264 0.231 -1.204
H 3.711 2.544 -1.609 -0.191 -0.004 -0.135
H 3.169 0.816 -1.727 -0.812 0.314 -0.490
H 3.931 1.293 -0.386 0.219 0.457 0.458
H 1.139 2.442 -1.015 -0.247 -0.499 0.356
H 2.176 2.979 0.320 0.281 0.864 -0.844
H 2.157 1.205 1.396 -0.056 -0.251 0.079
```
Positions in Å, forces in eV/Å.

As for the total charge: -2. The value obtained for the energy is -2375.595410 a.u. The calculation puts the lowest unoccupied orbital energy (alpha / beta) at 4.581 / 4.575 eV. Its spin multiplicity is 4. The HOMO-LUMO gap (alpha / beta) is 5.962 / 6.683 eV.

***

(9)
Formula: C4H12N4S
Source: the Open Molecules 2025 dataset
Level of theory: the ωB97M-V functional and the def2-TZVPD basis

Structure (XYZ):
```
21
Properties=species:S:1:pos:R:3:forces:R:3
C 1.401 -0.046 -0.068 -1.009 -1.166 -1.326
C -1.829 0.875 -0.293 -1.073 -1.930 1.828
C -2.398 -0.502 -0.045 -1.811 -0.837 -0.323
C -1.023 -0.169 0.415 -0.115 -0.897 -0.010
N 1.436 1.271 0.040 -1.865 -1.323 0.290
N 0.124 -0.777 -0.263 0.584 2.475 0.673
N 2.681 1.897 -0.048 -0.501 -0.972 1.793
N 0.190 -2.202 -0.124 2.473 -0.501 2.281
S 2.832 -0.909 -0.195 1.220 -0.966 -0.497
H -1.648 1.077 -1.283 0.688 0.887 -2.003
H -2.260 1.567 0.384 -0.156 1.068 0.069
H -3.348 -0.710 0.522 1.653 0.862 0.635
H -2.548 -1.242 -0.810 0.717 0.241 -1.166
H -0.889 -0.191 1.460 0.190 0.612 1.288
H 0.602 1.613 0.542 0.475 0.917 -0.628
H 2.920 2.120 0.925 0.452 0.788 -0.798
H 3.734 0.161 -0.320 -1.097 -0.536 0.278
H 2.654 2.622 -0.730 0.012 0.978 -0.180
H -0.678 -2.779 0.033 0.194 1.381 -0.393
H 0.676 -2.510 -0.963 0.073 -0.749 -0.222
H 0.826 -2.393 0.741 -1.104 -0.334 -1.588
```
Positions in Å, forces in eV/Å.

As for the total charge: +2. The value obtained for the energy is -776.033081 a.u. The calculation puts the lowest unoccupied orbital energy at -8.503 eV. As for the energy relative to the best compared isomer or geometry (same formula, charge and spin): 87.1 kcal per mole. The HOMO-LUMO gap is 10.043 eV.

***

(10)
Formula: C4H12N4S
Source: the Open Molecules 2025 dataset
Level of theory: the ωB97M-V functional and the def2-TZVPD basis

Structure (XYZ):
```
21
Properties=species:S:1:pos:R:3:forces:R:3
C -0.719 -2.075 0.202 2.238 -1.771 -0.274
C -0.824 -0.657 0.132 -0.956 2.759 0.658
C 2.930 -0.283 0.945 -1.598 -1.391 2.115
C -3.734 1.600 -0.167 -0.414 -0.645 -2.816
N -1.988 -0.032 0.007 -0.530 -0.972 -1.400
N 2.445 -0.529 -0.308 0.438 1.056 -2.551
N 3.061 -1.129 -1.201 1.703 -0.284 3.814
N -2.327 1.248 -0.230 2.002 1.089 0.016
S -1.775 -3.307 0.117 0.495 1.300 0.085
H 0.440 -2.232 0.260 -2.028 -0.569 0.098
H 0.139 -0.086 0.311 -1.777 -0.284 -0.510
H 1.982 -0.553 1.508 1.168 -0.434 0.367
H 3.846 -0.677 1.314 0.761 -0.923 0.014
H 2.887 0.726 1.272 -0.101 1.656 -0.657
H -4.036 1.830 0.789 -0.902 -0.462 2.527
H -3.931 2.566 -0.637 0.540 -0.234 -0.680
H -4.321 0.812 -0.745 0.457 1.059 1.099
H -2.835 -0.686 -0.212 1.642 1.045 0.841
H 2.642 -1.067 -2.066 -1.117 -0.489 -2.775
H 3.969 -1.646 -1.045 -0.726 0.737 -0.305
H -1.597 2.041 -0.271 -1.293 -2.241 0.335
```
Positions in Å, forces in eV/Å.

As for the total charge: +2. The value obtained for the energy is -776.001425 a.u. The calculation puts the lowest unoccupied orbital energy (alpha / beta) at -9.504 / -9.504 eV. As for the energy relative to the best compared isomer or geometry (same formula, charge and spin): 107.0 kcal per mole. The HOMO-LUMO gap (alpha / beta) is 6.607 / 6.604 eV.

***

no.,F_max (eV Å⁻¹)
1,5.2
2,0.9
3,1.5
4,5.0
5,4.4
6,0.7
7,1.9
8,6.9
9,3.4
10,4.2